The following is a quantum chemistry calculation of 16 unconnected molecules or ions with the total composition C38H80BCl30NO4P, from the OMol25 dataset.

```
155
Properties=species:S:1:pos:R:3:forces:R:3:mulliken_charge:R:1
C -1.542197 -3.069575 -2.797174 -0.32 -0.17 -0.27 -0.450
P -0.353484 -1.835379 -3.506705 0.51 0.08 -0.37 -0.064
O -1.422796 -0.734296 -4.268326 -0.17 -0.27 0.00 0.161
B 0.454410 -0.857487 -1.985284 -0.19 -0.18 0.07 -0.030
C 0.588818 0.691048 -2.468638 -0.13 0.14 0.51 0.056
C 1.612656 1.521618 -1.647592 -0.25 -0.12 -0.45 0.023
C 1.075871 2.916026 -1.218795 0.06 -0.15 0.22 -0.448
C 0.883082 2.951972 0.279385 0.33 0.33 0.11 0.556
O 1.554118 3.611555 1.044203 -0.56 -0.25 -0.24 -0.675
O -0.108597 2.163273 0.768815 0.25 0.05 -0.17 -0.495
C 1.870941 -1.645529 -1.642538 -0.58 -0.18 0.01 -1.110
C 1.930177 -2.355231 -0.291752 0.61 0.49 -0.47 0.374
O 0.845138 -3.276396 -0.144461 -0.06 -0.05 0.55 -0.763
C 2.091224 -1.446301 0.926680 -0.14 -0.47 0.74 -0.358
N 0.890029 -0.714092 1.345272 0.42 0.08 -0.45 0.456
H -2.502905 -2.625794 -2.504924 0.16 0.13 0.16 -0.359
H -1.763197 -3.840711 -3.543739 -0.04 0.01 0.06 0.356
H -1.108138 -3.563296 -1.924642 0.10 0.12 -0.01 0.113
H -2.342705 -0.957753 -4.090714 0.11 0.09 0.16 -0.028
H -0.315096 -0.916513 -1.025415 -0.11 0.00 0.01 -0.143
H 0.767449 0.799864 -3.541469 0.19 -0.10 0.19 -0.298
H -0.402643 1.144141 -2.322338 0.01 0.00 -0.14 0.161
H 2.522809 1.647810 -2.240490 0.04 0.05 0.17 0.488
H 1.892631 0.957894 -0.751667 0.09 0.03 -0.04 -0.357
H 1.732334 3.744919 -1.480521 0.06 -0.09 0.03 0.321
H 0.114460 3.067211 -1.711273 -0.02 0.15 0.03 0.146
H -0.317435 1.461015 0.126649 -0.02 -0.08 0.10 0.237
H 1.971513 -2.450094 -2.378852 0.17 0.16 -0.03 -0.329
H 2.781819 -1.038163 -1.735141 -0.08 0.12 -0.04 0.361
H 2.842522 -2.967638 -0.277689 -0.19 -0.20 0.03 0.488
H 0.052855 -2.747295 0.022327 -0.03 0.13 -0.37 0.430
H 2.420993 -2.100860 1.752082 0.19 0.03 -0.10 -0.150
H 2.917961 -0.750551 0.757709 -0.11 0.06 -0.24 0.642
H 1.134221 -0.049976 2.070186 -0.14 -0.09 0.11 -0.275
H 0.231113 -1.375564 1.732075 -0.19 0.17 0.14 -0.160
Cl 4.742146 -2.415016 3.596959 0.09 0.06 0.14 -0.064
C 5.009052 -0.760591 4.208555 -0.05 0.06 0.02 -0.604
C 4.733844 0.278261 3.150868 -0.05 0.05 0.03 0.300
Cl 5.935517 0.221102 1.833776 0.01 -0.01 -0.02 -0.207
H 6.032775 -0.698491 4.570063 0.01 -0.03 -0.05 0.380
H 4.329029 -0.614048 5.047052 -0.04 -0.01 -0.04 0.257
H 4.780885 1.275959 3.584141 0.02 -0.01 0.01 0.378
H 3.750938 0.137581 2.710202 0.00 -0.02 -0.05 -0.467
Cl 4.371531 -5.604822 3.114218 -0.08 -0.11 -0.04 0.009
C 5.850426 -6.286272 3.822160 0.10 0.05 -0.02 -0.600
C 5.555729 -7.284131 4.912388 0.04 -0.07 0.01 -0.411
Cl 4.850361 -6.516638 6.359421 -0.02 0.00 -0.01 -0.190
H 6.451317 -5.457962 4.191506 -0.05 0.02 0.03 0.284
H 6.391521 -6.779800 3.015902 -0.02 -0.02 0.00 0.281
H 6.480427 -7.765798 5.226686 0.01 0.03 0.00 0.341
H 4.859745 -8.045812 4.570145 -0.04 0.03 0.00 0.291
Cl 0.811524 2.663663 -5.225326 0.00 0.42 -0.13 -0.168
C -0.730414 3.158880 -5.972565 0.07 -0.31 -0.17 -0.328
C -1.415094 4.305455 -5.282557 0.04 0.08 0.01 -0.565
Cl -2.056299 3.846350 -3.678728 0.06 -0.08 0.06 -0.228
H -1.361158 2.272049 -5.983244 0.15 0.10 0.00 -0.125
H -0.503708 3.456444 -6.996532 -0.06 -0.01 -0.01 0.412
H -2.270894 4.620962 -5.877834 0.01 -0.03 -0.05 0.437
H -0.746556 5.153051 -5.147998 0.00 -0.02 0.07 0.503
Cl -2.909864 7.701007 -5.792957 0.01 -0.01 0.00 -0.201
C -3.599692 7.097120 -4.258628 -0.05 -0.07 0.04 0.020
C -3.580561 8.148485 -3.180225 -0.08 0.01 0.02 -0.443
Cl -1.925372 8.531510 -2.641525 0.01 0.02 -0.01 -0.194
H -3.043072 6.211803 -3.958781 0.01 0.09 -0.04 -0.104
H -4.628100 6.806891 -4.467997 -0.01 0.03 -0.01 0.318
H -4.122846 7.780704 -2.310659 0.03 -0.03 0.00 0.304
H -4.040613 9.073724 -3.518576 0.04 0.01 -0.02 0.333
Cl 2.598938 -6.072633 0.250073 0.11 -0.08 -0.09 -0.133
C 1.719973 -6.227535 -1.297145 -0.28 -0.01 -0.06 0.013
C 2.619071 -6.179370 -2.506594 0.00 0.20 0.03 -0.317
Cl 3.318813 -4.561714 -2.761667 0.17 -0.21 -0.04 -0.149
H 0.980824 -5.428614 -1.322556 0.09 0.08 0.05 -0.311
H 1.209186 -7.190243 -1.271156 0.03 -0.01 0.00 0.434
H 2.023522 -6.407129 -3.390429 -0.03 -0.01 0.02 0.225
H 3.434671 -6.888420 -2.438986 0.06 0.01 0.07 0.287
Cl 1.113568 -9.259459 -5.842914 -0.01 0.01 0.00 -0.184
C 2.888079 -9.129972 -5.737026 0.05 0.02 -0.06 -0.442
C 3.455140 -10.021051 -4.660944 0.06 0.00 -0.03 -0.474
Cl 3.002253 -9.460895 -3.031429 -0.01 -0.24 0.03 -0.144
H 3.135487 -8.086139 -5.559436 -0.04 0.00 0.03 0.294
H 3.288637 -9.426640 -6.704952 -0.01 -0.02 0.01 0.334
H 4.542702 -10.008065 -4.711633 0.00 0.04 0.00 0.277
H 3.109835 -11.045856 -4.771142 -0.05 0.02 0.02 0.354
Cl -1.209775 -0.434423 4.055911 -0.05 0.05 0.18 -0.105
C -1.077400 1.155463 4.846994 0.08 0.03 -0.03 -0.588
C -0.074918 2.040146 4.147728 -0.16 0.07 -0.16 0.223
Cl 1.594419 1.434834 4.363856 0.09 -0.02 0.05 -0.214
H -0.807212 0.993450 5.888310 0.01 -0.04 -0.01 0.327
H -2.064753 1.612835 4.812794 0.02 0.04 -0.07 0.291
H -0.104174 3.038803 4.570810 0.09 -0.07 -0.01 0.091
H -0.266380 2.107539 3.078421 0.11 -0.10 -0.01 -0.046
Cl -3.815771 1.809844 -6.225012 -0.25 -0.01 0.10 -0.081
C -4.608556 1.008040 -7.599786 -0.01 -0.06 0.00 -0.449
C -3.773189 1.092287 -8.851506 0.02 -0.12 -0.02 -0.514
Cl -3.666590 2.762525 -9.475766 0.02 0.02 0.00 -0.205
H -5.585253 1.465129 -7.739410 0.03 0.04 -0.01 0.346
H -4.743940 -0.037076 -7.324465 0.05 -0.01 0.01 0.229
H -4.223157 0.486796 -9.636376 -0.02 0.03 0.00 0.366
H -2.760173 0.740510 -8.672640 0.01 0.04 0.02 0.325
Cl 2.238690 -0.707292 -6.317972 -0.05 -0.11 0.03 -0.049
C 3.226177 0.157272 -7.511433 0.01 0.01 0.10 -0.607
C 2.385107 0.819935 -8.572428 0.05 0.14 0.00 -0.034
Cl 1.591911 -0.361357 -9.654807 -0.02 0.00 -0.01 -0.218
H 3.934741 -0.544684 -7.946137 -0.03 -0.01 -0.03 0.373
H 3.779584 0.926917 -6.973530 -0.01 0.03 -0.02 0.235
H 3.011110 1.449773 -9.203072 0.01 -0.03 -0.01 0.325
H 1.606675 1.430775 -8.121768 -0.03 -0.06 0.02 -0.054
Cl -1.026535 4.172017 9.427819 -0.05 -0.12 -0.05 -0.219
C 0.032533 4.710980 8.090593 0.13 0.05 0.00 -0.147
C -0.758865 5.353088 6.983694 0.04 0.09 -0.08 -0.240
Cl -1.774115 4.185858 6.095994 -0.19 0.18 0.23 -0.197
H 0.601171 3.850779 7.745975 -0.08 -0.05 0.00 0.368
H 0.720936 5.444758 8.508563 -0.02 0.01 0.01 0.031
H -0.075977 5.793369 6.257520 0.03 -0.04 0.01 0.358
H -1.403053 6.129917 7.387182 -0.03 -0.13 -0.12 0.033
Cl -1.186858 -3.360952 2.789749 0.01 -0.23 -0.05 -0.225
C 0.496918 -3.916665 3.040341 0.14 0.02 -0.06 0.449
C 0.600163 -4.989942 4.088217 0.02 -0.06 -0.05 -0.243
Cl 0.234033 -4.386121 5.732535 -0.02 -0.01 0.01 -0.245
H 1.090870 -3.042710 3.302803 -0.06 0.01 0.06 0.175
H 0.848003 -4.295672 2.080101 -0.04 0.03 -0.03 -0.240
H 1.619958 -5.372072 4.110292 0.00 0.05 0.02 0.064
H -0.081706 -5.811278 3.882639 -0.03 0.02 0.03 0.384
Cl -1.755773 7.919162 9.158968 -0.11 0.02 0.17 -0.139
C -1.556635 9.347484 8.110535 0.04 0.05 -0.07 -0.507
C -0.183140 9.951038 8.256716 0.04 0.03 -0.07 -0.413
Cl 0.050286 10.688021 9.862455 0.01 -0.01 0.02 -0.174
H -2.335665 10.060137 8.367641 0.01 -0.01 0.06 0.373
H -1.709247 9.015814 7.084225 0.04 -0.03 0.01 0.307
H -0.050480 10.739538 7.517920 -0.02 0.02 0.02 0.343
H 0.594756 9.203383 8.119778 -0.01 -0.02 0.06 0.255
Cl -5.138279 -0.425438 -0.040788 -0.01 0.01 -0.01 -0.163
C -6.253911 -1.202092 -1.192754 -0.05 -0.01 0.03 -0.496
C -5.529446 -1.938162 -2.289056 0.08 -0.04 -0.02 -0.382
Cl -4.676675 -0.829744 -3.392534 -0.15 0.17 -0.04 -0.064
H -6.903331 -0.430074 -1.598644 0.04 0.03 -0.01 0.321
H -6.858339 -1.908443 -0.624687 0.02 -0.02 -0.01 0.316
H -6.238997 -2.498190 -2.890885 0.01 0.11 0.01 0.056
H -4.794066 -2.632340 -1.886657 0.04 0.04 0.00 0.396
Cl -6.878606 -4.957146 -3.008162 -0.14 -0.21 0.02 -0.171
C -6.944211 -5.594600 -4.672451 -0.02 -0.04 -0.06 -0.467
C -5.570728 -5.674350 -5.289050 0.05 -0.04 -0.08 -0.489
Cl -4.875686 -4.062602 -5.586498 -0.02 0.01 0.06 -0.118
H -7.600409 -4.948703 -5.250248 0.03 0.05 0.03 0.306
H -7.387767 -6.587397 -4.617295 0.05 -0.01 0.02 0.332
H -5.633776 -6.181739 -6.250649 -0.02 0.01 0.00 0.309
H -4.881892 -6.219821 -4.648725 0.01 0.04 0.03 0.317
Cl 1.378171 8.129370 13.615722 0.00 0.01 -0.01 -0.210
C 0.210357 7.380431 12.491616 -0.10 0.02 -0.01 -0.345
C 0.866492 6.413526 11.542551 -0.12 -0.05 -0.01 0.033
Cl 1.929170 7.251633 10.376519 0.07 -0.01 -0.06 -0.188
H -0.290863 8.180712 11.951898 0.05 0.02 -0.01 0.157
H -0.520913 6.849851 13.099129 0.02 -0.02 0.01 0.344
H 0.102024 5.892225 10.965784 0.06 0.11 0.05 -0.217
H 1.469762 5.677379 12.067677 0.05 0.05 0.01 0.410
```
Positions in Å, forces in eV/Å.

Values from the calculation:
orbital gap: 0.17284 Ha
largest force on an atom: 0.0178 hartree/bohr
net charge: -1
relative energy (zero: lowest compared OMol25 entry of this formula, charge and spin): 0.476 eV
LUMO: 1.58 eV